<1>
{
  "formula": "H10O5",
  "method": "the ωB97M-V functional and the def2-TZVPD basis",
  "symbols": ["O", "H", "H", "O", "H", "H", "O", "H", "H", "O", "H", "H", "O", "H", "H"],
  "coordinates": [[-1.2703, -1.3987, -0.5176], [-1.5900, -1.9045, -1.2647], [-0.9300, -2.0560, 0.0893], [0.8621, 0.2051, 0.1565], [0.0402, -0.2466, -0.0348], [1.4929, -0.4986, 0.3089], [3.1218, -0.6851, 1.6258], [4.0789, -0.6786, 1.6253], [2.8761, 0.1664, 1.9874], [-3.6253, 0.0004, 0.3071], [-4.1471, -0.3795, -0.3998], [-2.7269, -0.2666, 0.1125], [0.7591, 2.8880, -1.1457], [0.1307, 2.8944, -1.8677], [0.9278, 1.9600, -0.9826]],
  "mulliken_charge": [-0.746, 0.306, 0.345, -0.694, 0.439, 0.318, -0.650, 0.307, 0.330, -0.646, 0.285, 0.396, -0.623, 0.302, 0.331],
  "charge": 0,
  "smiles": "O.O.O.O.O",
  "e_lumo_ev": 0.1171
}

---

<2>
{
  "formula": "H10O5",
  "method": "the ωB97M-V functional and the def2-TZVPD basis",
  "symbols": ["O", "H", "H", "O", "H", "H", "O", "H", "H", "O", "H", "H", "O", "H", "H"],
  "coordinates": [[-0.5080, 1.7827, 2.1303], [-0.5400, 2.4967, 2.7633], [-1.1880, 1.9247, 1.5013], [0.6610, -2.5743, -1.8117], [0.4020, -1.6803, -1.5107], [1.5380, -2.4893, -2.1037], [0.2470, -0.1323, -1.2127], [1.1510, -0.1563, -0.8527], [-0.2650, 0.4327, -0.6517], [2.1710, -1.0763, 0.5733], [2.5770, -1.1673, 1.4213], [1.5400, -1.7853, 0.5083], [-2.2910, 1.5357, -0.0027], [-3.0550, 2.0507, -0.1627], [-2.4400, 0.8387, -0.5897]],
  "mulliken_charge": [-0.615, 0.319, 0.358, -0.674, 0.383, 0.298, -0.675, 0.385, 0.317, -0.633, 0.291, 0.326, -0.640, 0.272, 0.290],
  "charge": 0,
  "smiles": "O.O.O.O.O",
  "e_lumo_ev": 0.4273
}

---

<3>
{
  "formula": "H10O5",
  "method": "the ωB97M-V functional and the def2-TZVPD basis",
  "symbols": ["O", "H", "H", "O", "H", "H", "O", "H", "H", "O", "H", "H", "O", "H", "H"],
  "coordinates": [[0.3354, 1.7325, -3.5135], [-0.0039, 1.9816, -4.3732], [0.9265, 2.4459, -3.2729], [-3.6628, 0.2316, 1.5494], [-4.1175, -0.5035, 1.9606], [-4.0743, 1.0094, 1.9261], [2.5918, -1.6236, -2.5696], [2.0994, -0.8318, -2.7861], [2.2292, -2.2967, -3.1457], [1.1242, -1.5784, 4.4526], [1.1184, -0.9503, 3.7303], [1.3989, -1.0666, 5.2135], [0.2904, 0.6507, 0.4925], [-0.6459, 0.5960, 0.6839], [0.3902, 0.2033, -0.3478]],
  "mulliken_charge": [-0.623, 0.305, 0.325, -0.628, 0.319, 0.316, -0.644, 0.327, 0.314, -0.642, 0.323, 0.318, -0.647, 0.331, 0.306],
  "charge": 0,
  "smiles": "O.O.O.O.O",
  "e_lumo_ev": 0.6016
}

---

Short version: <1> is the most stable of them.

---

<1>
{
  "formula": "H10O5",
  "method": "the ωB97M-V functional and the def2-TZVPD basis",
  "symbols": ["O", "H", "H", "O", "H", "H", "O", "H", "H", "O", "H", "H", "O", "H", "H"],
  "coordinates": [[-0.0311, -1.1957, 2.5347], [0.8796, -1.1904, 2.7705], [-0.1912, -2.1642, 2.5204], [1.7337, 1.1379, 0.4768], [1.8199, 1.7660, -0.2025], [1.1885, 0.4153, 0.1568], [-0.0822, -1.6768, -2.3501], [-0.5393, -1.3657, -1.5887], [0.8023, -1.2538, -2.2346], [-0.6663, -0.4950, -0.0378], [-0.4998, -0.7766, 0.9096], [-1.1524, 0.3494, -0.2371], [-1.2387, 1.8490, -1.1546], [-0.3348, 2.2085, -1.0820], [-1.6880, 2.3920, -0.4815]],
  "mulliken_charge": [-0.698, 0.331, 0.343, -0.636, 0.271, 0.367, -0.649, 0.419, 0.281, -0.798, 0.402, 0.389, -0.687, 0.315, 0.348],
  "charge": 0,
  "smiles": "O.O.O.O.O",
  "e_lumo_ev": 0.2831
}

---

<2>
{
  "formula": "H10O5",
  "method": "the ωB97M-V functional and the def2-TZVPD basis",
  "symbols": ["O", "H", "H", "O", "H", "H", "O", "H", "H", "O", "H", "H", "O", "H", "H"],
  "coordinates": [[2.2721, 2.3501, -1.0670], [2.9942, 2.9853, -0.9876], [2.7363, 1.5079, -1.1794], [0.3740, -2.1124, -3.1249], [-0.4054, -2.6723, -3.1629], [0.1165, -1.3777, -2.5650], [-1.3647, -2.6131, 1.8157], [-1.3742, -2.7923, 2.7598], [-1.2873, -1.6482, 1.6981], [-1.2925, 0.1919, 1.9325], [-2.1843, 0.5265, 1.8213], [-0.6937, 0.7532, 1.3970], [-0.0400, 2.0090, 0.3738], [0.1643, 2.8721, 0.7641], [0.7951, 1.9839, -0.1561]],
  "mulliken_charge": [-0.686, 0.315, 0.339, -0.637, 0.324, 0.312, -0.659, 0.297, 0.421, -0.735, 0.303, 0.432, -0.713, 0.288, 0.400],
  "charge": 0,
  "smiles": "O.O.O.O.O",
  "e_lumo_ev": 0.0828
}

---

<3>
{
  "formula": "H10O5",
  "method": "the ωB97M-V functional and the def2-TZVPD basis",
  "symbols": ["O", "H", "H", "O", "H", "H", "O", "H", "H", "O", "H", "H", "O", "H", "H"],
  "coordinates": [[-1.8460, 0.7181, -1.9136], [-1.0739, 0.4293, -1.4270], [-2.5111, 0.8676, -1.2416], [-0.3865, 0.2356, -0.4055], [0.3630, 0.4335, -0.9670], [-0.0710, -0.4502, 0.1831], [1.2972, 0.6372, -1.8497], [1.4206, 1.2075, -1.0909], [1.4182, 1.2129, -2.6048], [-0.6666, -0.2162, 2.8048], [-0.2090, -0.7393, 2.1466], [0.0038, 0.3717, 3.1527], [0.4756, -1.3455, 1.2296], [0.4019, -1.9198, 0.4673], [1.3838, -1.4423, 1.5160]],
  "mulliken_charge": [-0.778, 0.537, 0.258, -0.821, 0.275, 0.411, -0.593, 0.389, 0.324, -0.705, 0.438, 0.242, -0.661, 0.395, 0.289],
  "charge": 0,
  "e_lumo_ev": -0.1703
}

---

Short version: <2> is the most stable of them.

---

<1>
{
  "formula": "C5H12N2O3",
  "method": "the ωB97M-V functional and the def2-TZVPD basis",
  "symbols": ["C", "C", "O", "C", "N", "O", "C", "N", "C", "O", "H", "H", "H", "H", "H", "H", "H", "H", "H", "H", "H", "H"],
  "coordinates": [[-1.8686, 1.0975, -0.0974], [-0.7155, 0.2555, 0.4523], [-0.4970, 0.5822, 1.8030], [-1.1613, -1.2079, 0.4272], [-1.2522, -1.9803, -0.6436], [-0.9404, -1.9776, 1.4190], [0.5700, 0.4575, -0.3999], [0.9818, 1.8519, -0.3665], [1.7149, -0.4135, 0.0963], [2.8904, -0.0333, -0.5928], [-1.7248, 2.1381, 0.2191], [-1.9206, 1.0503, -1.1933], [-2.8263, 0.7591, 0.3186], [-0.3142, -0.2453, 2.2725], [-1.4710, -1.4735, -1.4937], [-1.0886, -2.9659, 0.1412], [0.3310, 0.1198, -1.4262], [1.9383, 1.9256, -0.7011], [0.4160, 2.4214, -0.9878], [1.8361, -0.2734, 1.1821], [1.4896, -1.4765, -0.0916], [3.6126, -0.6120, -0.3377]],
  "mulliken_charge": [-1.796, 0.930, -0.631, 0.377, -0.499, -0.797, 0.520, -0.710, -0.875, -0.535, 0.455, 0.341, 0.414, 0.365, 0.223, 0.480, 0.174, 0.294, 0.220, 0.356, 0.370, 0.323],
  "charge": 0,
  "smiles": "C[C@@](O)(C(N)=O)[C@@H](N)CO",
  "e_lumo_ev": 0.5584
}

---

<2>
{
  "formula": "C5H12N2O3",
  "method": "the ωB97M-V functional and the def2-TZVPD basis",
  "symbols": ["C", "C", "C", "C", "C", "N", "N", "O", "O", "O", "H", "H", "H", "H", "H", "H", "H", "H", "H", "H", "H", "H"],
  "coordinates": [[0.7683, 0.5608, -0.1298], [0.5302, -0.8115, -0.4569], [-1.2286, 1.0643, -0.1533], [-2.2673, 0.3816, -1.0032], [2.5526, -1.0141, -0.6548], [1.1678, 0.8741, 1.2056], [0.0420, -1.7019, 0.4886], [3.2509, -0.9395, 0.5062], [-1.5396, 0.9199, 1.2420], [3.0402, -1.4292, -1.6752], [2.6859, -0.4597, 1.1489], [-2.4346, 1.2510, 1.4226], [1.1949, 1.1711, -0.9154], [0.2708, -1.0225, -1.4883], [-1.1482, 2.1300, -0.3904], [1.1286, 1.8803, 1.3486], [0.4908, 0.4828, 1.8647], [-0.5903, -1.3414, 1.1918], [-0.2456, -2.5959, 0.1141], [-2.3584, -0.6831, -0.7630], [-2.0352, 0.4846, -2.0661], [-3.2750, 0.7982, -0.8369]],
  "mulliken_charge": [-0.280, -0.236, 0.043, -1.269, 0.378, -0.603, -0.411, -0.469, -0.550, -0.558, 0.424, 0.299, 0.442, 0.379, 0.365, 0.287, 0.280, 0.194, 0.279, 0.288, 0.315, 0.403],
  "charge": 0,
  "e_lumo_ev": 0.4721
}

---

Short version: <1> is the most stable of them.